No. 1
Formula: C3H10OS2
Source: the OMol25 dataset
Level of theory: ωB97M-V/def2-TZVPD

Structure (XYZ):
```
16
C3H10OS2 | the OMol25 dataset | ωB97M-V/def2-TZVPD
C -1.41503 -0.02311 -0.91913
C -1.31398 -0.30955 -2.41018
C -0.57549 1.14903 -0.42594
S 0.55788 0.71310 0.96777
S -0.76552 0.08620 2.45419
H -1.19344 -0.93371 -0.37074
H -2.44624 0.16134 -0.59817
H -0.28360 -0.03523 -2.71354
H -1.17585 -1.36531 -2.64629
H -1.94441 0.32827 -3.02816
H -1.15279 2.01105 -0.15752
H 0.25223 1.38457 -1.08256
H -1.52462 -1.06072 2.18896
H 4.73496 -0.11299 2.53113
H 3.70428 -1.21102 3.00203
O 4.54161 -0.78192 3.20814
```

Properties
relative energy (zero: lowest compared OMol25 entry of this formula, charge and spin)	159.5	kJ/mol
⟨S²⟩	0.7534
total charge	-1
gap between HOMO and LUMO (alpha / beta)	3.4 / 7.5	eV
max |F|	2.59	eV/A
energy	-991.86715	a.u.
spin multiplicity	2
E_HOMO (alpha / beta)	0.00576 / -0.14683	hartree

The molecule's natural (NBO) atomic charges, reported in e, are given here: number 1, C, carries -0.446; number 2, C, carries -0.621; number 3, C, carries -0.525; number 4, S, carries -0.226; number 5, S, carries -0.627; number 6, H, carries 0.219; number 7, H, carries 0.202; number 8, H, carries 0.197; number 9, H, carries 0.212; number 10, H, carries 0.201; number 11, H, carries 0.202; number 12, H, carries 0.208; number 13, H, carries 0.006; number 14, H, carries 0.475; number 15, H, carries 0.485; number 16, O, carries -0.961

No. 2
Formula: C5H10N4O3
Source: the OMol25 dataset
Level of theory: ωB97M-V/def2-TZVPD

Structure (XYZ):
```
22
C5H10N4O3 | the OMol25 dataset | ωB97M-V/def2-TZVPD
H 0.04902 -1.09664 -1.23641
N -0.82518 -1.39623 -0.89582
C -0.75641 -1.52037 0.37001
C 0.45957 -1.28913 1.19599
C 0.44090 -0.87924 2.46341
N -1.88952 -1.86436 1.09041
N -3.04085 -2.24994 0.38347
H 1.40758 -1.43287 0.68322
H 1.37772 -0.70633 3.03257
H -0.50706 -0.67604 2.98409
H -1.71983 -2.43588 1.90679
H -2.72669 -2.63669 -0.51402
H -3.53346 -1.38843 0.13752
O 3.35887 2.47476 -1.76453
C 2.40250 2.77327 -1.10193
O 2.49192 3.72547 -0.15158
C 1.04969 2.15552 -1.23842
N 0.89608 1.24678 -2.11605
O -0.38873 0.78022 -2.12780
H 1.63535 3.85449 0.30969
H 0.21233 2.46758 -0.60217
H -0.39380 0.09406 -2.80845
```

Properties
relative energy (zero: lowest compared OMol25 entry of this formula, charge and spin)	117.7	kJ/mol
SMILES	[H]/N=C(\C=C)NN.O=C(O)/C=N/O
gap between HOMO and LUMO	9.5	eV
max |F|	1.46	eV/A
energy	-641.15207	a.u.
E_HOMO	-0.34397	hartree

The molecule's natural (NBO) atomic charges, reported in e, are given here: number 1, H, carries 0.337; number 2, N, carries -0.717; number 3, C, carries 0.377; number 4, C, carries -0.269; number 5, C, carries -0.356; number 6, N, carries -0.458; number 7, N, carries -0.640; number 8, H, carries 0.218; number 9, H, carries 0.211; number 10, H, carries 0.206; number 11, H, carries 0.376; number 12, H, carries 0.359; number 13, H, carries 0.349; number 14, O, carries -0.530; number 15, C, carries 0.731; number 16, O, carries -0.660; number 17, C, carries -0.136; number 18, N, carries -0.032; number 19, O, carries -0.523; number 20, H, carries 0.483; number 21, H, carries 0.183; number 22, H, carries 0.489

No. 3
Formula: C12H21FO4
Source: the OMol25 dataset
Level of theory: ωB97M-V/def2-TZVPD

Structure (XYZ):
```
38
C12H21FO4 | the OMol25 dataset | ωB97M-V/def2-TZVPD
C -4.25255 -0.86347 -0.50540
C -3.42977 0.45703 -0.71702
C -2.38655 0.34035 -1.85969
O -1.38332 -0.64785 -1.62863
C -0.13373 -0.11484 -1.21549
C 0.09364 -0.34795 0.29061
F -0.62657 0.70063 0.93975
C -0.40168 -1.70918 0.84644
O 0.29778 -1.93195 2.07130
C 1.21160 -0.90851 2.28460
O 1.62011 -0.64431 3.32354
C 1.51855 -0.17886 0.91196
C 2.74739 -0.73648 0.13598
C 2.77127 -2.30357 -0.03218
O 1.89197 1.11242 1.38271
C 2.09151 2.06898 0.33150
C 1.35707 3.38194 0.74793
H -4.07921 -1.59782 -1.31305
H -3.97176 -1.29726 0.47328
H -5.33096 -0.61917 -0.48218
H -4.14483 1.25978 -1.00633
H -2.99769 0.76781 0.25082
H -1.99614 1.34814 -2.10543
H -2.95883 0.00867 -2.75656
H 0.64542 -0.63362 -1.82178
H -0.00520 0.96625 -1.41785
H -1.49921 -1.68194 0.97088
H -0.14968 -2.44842 0.05643
H 3.65404 -0.46257 0.71268
H 2.86894 -0.27314 -0.86275
H 1.99763 -2.83457 0.54756
H 3.74559 -2.72012 0.28923
H 2.67794 -2.51798 -1.11755
H 1.82129 1.70741 -0.67662
H 3.18041 2.30381 0.29433
H 1.98418 4.25649 0.48350
H 0.33957 3.47371 0.32557
H 1.23178 3.32017 1.84791
```

Properties
SMILES	CCCOC[C@@]1(F)COC(=O)[C@]1(CC)OCC
gap between HOMO and LUMO	10.6	eV
max |F|	4.17	eV/A
energy	-870.61226	a.u.
E_HOMO	-0.36650	hartree

The molecule's natural (NBO) atomic charges, reported in e, are given here: number 1, C, carries -0.619; number 2, C, carries -0.434; number 3, C, carries -0.061; number 4, O, carries -0.543; number 5, C, carries -0.099; number 6, C, carries 0.290; number 7, F, carries -0.382; number 8, C, carries -0.101; number 9, O, carries -0.513; number 10, C, carries 0.796; number 11, O, carries -0.495; number 12, C, carries 0.137; number 13, C, carries -0.435; number 14, C, carries -0.634; number 15, O, carries -0.513; number 16, C, carries -0.073; number 17, C, carries -0.635; number 18, H, carries 0.209; number 19, H, carries 0.207; number 20, H, carries 0.212; number 21, H, carries 0.204; number 22, H, carries 0.221; number 23, H, carries 0.176; number 24, H, carries 0.180; number 25, H, carries 0.194; number 26, H, carries 0.197; number 27, H, carries 0.221; number 28, H, carries 0.195; number 29, H, carries 0.236; number 30, H, carries 0.214; number 31, H, carries 0.218; number 32, H, carries 0.224; number 33, H, carries 0.209; number 34, H, carries 0.166; number 35, H, carries 0.177; number 36, H, carries 0.208; number 37, H, carries 0.210; number 38, H, carries 0.236

No. 4
Formula: C21H54IO12P4
Source: the OMol25 dataset
Level of theory: ωB97M-V/def2-TZVPD

Structure (XYZ):
```
92
C21H54IO12P4 | the OMol25 dataset | ωB97M-V/def2-TZVPD
C 2.11685 0.22815 3.62614
C 2.14298 -1.36058 3.21853
C 3.65440 -1.94946 2.88165
C 3.77531 -3.58907 3.04569
C 3.34997 -4.42292 1.67769
C 1.72982 -4.48196 1.43828
C 1.25876 -4.59663 -0.12761
C 1.93664 -3.50193 -1.14215
C 0.84660 -2.37142 -1.71728
P 1.12768 -0.78233 -0.69585
C 1.73513 0.72666 -1.76175
C 3.02082 1.38140 -0.97971
C 3.23646 2.99157 -1.23662
I 4.90004 0.30252 -1.38253
H 0.97645 0.48832 3.86470
H 2.40147 0.89754 2.69659
H 2.73622 0.46587 4.59441
H 1.46415 -1.48386 2.27006
H 1.69167 -2.07645 4.04944
H 4.05447 -1.56064 1.83278
H 4.37129 -1.44687 3.69061
H 4.91691 -3.81953 3.24069
H 3.14746 -3.91983 3.97674
H 3.97376 -3.99899 0.78314
H 3.74431 -5.53609 1.84977
H 1.11985 -3.60793 1.92148
H 1.34596 -5.47789 1.97291
H 0.08612 -4.37336 -0.13647
H 1.34971 -5.70676 -0.55720
H 2.82035 -2.88169 -0.69106
H 2.29413 -4.08785 -2.11098
H -0.25995 -2.77374 -1.71164
H 1.18260 -2.11666 -2.83391
H -0.07408 -0.39527 -0.00237
H 2.20496 -1.02441 0.27055
H 2.02903 0.35707 -2.83268
H 0.92680 1.56692 -1.86967
H 2.80696 1.25693 0.18747
H 3.94737 3.38237 -0.38427
H 2.25260 3.63147 -1.17472
H 3.82661 3.12112 -2.24858
C -4.14898 5.17472 -3.74335
O -2.97850 4.43296 -3.47492
P -2.12354 4.83589 -2.17128
O -2.84081 5.68705 -1.17362
O -0.78344 5.48569 -2.78804
C -0.92902 6.52975 -3.72550
O -1.60529 3.41043 -1.63514
C -1.55039 3.20771 -0.23992
H -4.31709 5.18461 -4.82354
H -4.99943 4.69709 -3.25117
H -4.06027 6.20937 -3.39956
H -1.77801 7.17266 -3.47636
H -1.07074 6.10425 -4.72349
H -0.01897 7.13447 -3.72780
H -2.49966 2.78086 0.09521
H -1.35199 4.13777 0.29934
H -0.74780 2.49956 -0.01797
C 1.77136 -10.71781 2.02293
O 2.51772 -9.55836 1.72141
P 3.32682 -9.53406 0.32944
O 2.91025 -10.56371 -0.67085
O 4.86929 -9.61258 0.79107
C 5.24512 -10.66143 1.65639
O 3.17982 -8.00151 -0.13705
C 3.00936 -7.74156 -1.51332
H 1.73035 -10.83505 3.10910
H 0.75645 -10.60449 1.63466
H 2.22857 -11.61566 1.59707
H 4.70084 -11.58168 1.42598
H 5.04706 -10.36670 2.69130
H 6.31568 -10.84861 1.54354
H 1.94023 -7.72035 -1.74165
H 3.50550 -8.49228 -2.13417
H 3.43811 -6.76260 -1.74286
C -7.06829 9.22286 -1.91979
O -7.41667 8.24739 -0.96095
P -6.89048 8.46216 0.54563
O -6.41788 9.84320 0.86758
O -5.78673 7.30128 0.72621
C -4.75810 7.21530 -0.23537
O -8.11888 7.91614 1.42928
C -8.42943 8.59817 2.62475
H -7.00676 8.74347 -2.90039
H -7.84012 9.99571 -1.94487
H -6.09926 9.67969 -1.69884
H -4.45032 8.20713 -0.57852
H -5.10617 6.62341 -1.08721
H -3.89563 6.71450 0.21097
H -9.16978 9.37365 2.40991
H -7.54283 9.04865 3.07883
H -8.85994 7.88708 3.33460
```

Properties
total charge	+1
gap between HOMO and LUMO	8.6	eV
max |F|	2.79	eV/A
energy	-3398.33457	a.u.
E_HOMO	-0.42538	hartree

The molecule's Löwdin atomic charges, reported in e, are given here: number 1, C, carries -0.139; number 2, C, carries -0.283; number 3, C, carries -0.215; number 4, C, carries -0.203; number 5, C, carries -0.197; number 6, C, carries -0.195; number 7, C, carries -0.193; number 8, C, carries -0.237; number 9, C, carries -0.316; number 10, P, carries 1.046; number 11, C, carries -0.361; number 12, C, carries -0.828; number 13, C, carries -0.173; number 14, I, carries 0.771; number 15, H, carries 0.087; number 16, H, carries 0.062; number 17, H, carries 0.091; number 18, H, carries 0.044; number 19, H, carries 0.123; number 20, H, carries 0.093; number 21, H, carries 0.121; number 22, H, carries 0.118; number 23, H, carries 0.117; number 24, H, carries 0.102; number 25, H, carries 0.124; number 26, H, carries 0.092; number 27, H, carries 0.133; number 28, H, carries 0.114; number 29, H, carries 0.110; number 30, H, carries 0.069; number 31, H, carries 0.127; number 32, H, carries 0.112; number 33, H, carries 0.113; number 34, H, carries 0.032; number 35, H, carries 0.017; number 36, H, carries 0.100; number 37, H, carries 0.098; number 38, H, carries 0.063; number 39, H, carries 0.095; number 40, H, carries 0.093; number 41, H, carries 0.087; number 42, C, carries -0.111; number 43, O, carries -0.212; number 44, P, carries 0.471; number 45, O, carries -0.244; number 46, O, carries -0.220; number 47, C, carries -0.106; number 48, O, carries -0.221; number 49, C, carries -0.116; number 50, H, carries 0.098; number 51, H, carries 0.098; number 52, H, carries 0.077; number 53, H, carries 0.089; number 54, H, carries 0.096; number 55, H, carries 0.097; number 56, H, carries 0.099; number 57, H, carries 0.093; number 58, H, carries 0.064; number 59, C, carries -0.118; number 60, O, carries -0.224; number 61, P, carries 0.443; number 62, O, carries -0.238; number 63, O, carries -0.217; number 64, C, carries -0.110; number 65, O, carries -0.226; number 66, C, carries -0.128; number 67, H, carries 0.094; number 68, H, carries 0.094; number 69, H, carries 0.082; number 70, H, carries 0.088; number 71, H, carries 0.094; number 72, H, carries 0.096; number 73, H, carries 0.088; number 74, H, carries 0.091; number 75, H, carries 0.082; number 76, C, carries -0.124; number 77, O, carries -0.219; number 78, P, carries 0.443; number 79, O, carries -0.246; number 80, O, carries -0.210; number 81, C, carries -0.135; number 82, O, carries -0.210; number 83, C, carries -0.118; number 84, H, carries 0.088; number 85, H, carries 0.094; number 86, H, carries 0.078; number 87, H, carries 0.092; number 88, H, carries 0.076; number 89, H, carries 0.070; number 90, H, carries 0.094; number 91, H, carries 0.085; number 92, H, carries 0.090